Density functional theory data (ωB97M-V/def2-TZVPD) for a structure of composition C3H4AgBBr2F4O3 in a non-equilibrium geometry.

```
! RIJCOSX wB97M-V def2-TZVPD def2/J DEFGRID3
* xyz -1 2
Ag -1.62 0.67 0.10
C -3.98 -0.77 -0.95
O -5.05 -1.34 -1.11
O -2.92 -1.33 -0.71
O -3.98 0.48 -0.69
B -1.53 -0.33 3.03
F -1.08 -0.07 4.33
F -2.14 -1.55 2.98
F -2.47 0.67 2.67
F -0.54 -0.41 2.12
Br 0.84 0.60 -1.19
C 2.79 0.10 -0.87
C 3.73 0.93 -1.79
Br 3.71 0.24 -3.71
H 2.87 -0.98 -1.03
H 3.12 0.14 0.17
H 4.79 0.95 -1.52
H 3.46 1.99 -1.81
*
```

Calculated values
- lowest unoccupied orbital energy (spin up / spin down) (eV) = 1.8 / 1.6
- HOMO-LUMO gap (spin up / spin down) (eV) = 8.326 / 7.948
- energy (eV) = -164955.4271